(1)
{"formula": "C4H11NO2", "method": "the ωB97M-V functional and the def2-TZVPD basis", "elements": ["N", "C", "C", "C", "C", "H", "H", "H", "H", "H", "H", "H", "H", "H", "O", "H", "H", "O"], "coordinates": [[-0.387777, 0.074605, 2.236739], [-0.877562, -0.162950, 0.961649], [-0.296838, -1.057209, 0.130875], [-0.345582, -1.145531, -1.325976], [0.502556, -1.998260, -1.932413], [0.618024, -0.089156, 2.208203], [-0.495940, 1.025707, 2.561664], [-1.857577, 0.169278, 0.614908], [0.386001, -1.787950, 0.550054], [-0.691354, -0.241419, -1.827167], [0.813751, -1.876004, -2.963549], [0.864813, -2.840638, -1.373810], [3.374618, -0.996894, 0.522739], [1.951946, -0.532419, 0.100780], [2.661354, -0.414129, 0.743799], [-1.652182, 3.457553, 0.060313], [-2.164603, 4.457879, -1.025625], [-2.403649, 3.957537, -0.243182]], "forces_ev_per_a": [[0.4, 0.2, 0.0], [-0.3, -1.1, -1.3], [-0.4, -0.6, 0.5], [1.2, 0.6, 0.3], [-1.0, 0.6, -0.4], [-0.2, -0.2, 0.3], [-0.5, -0.1, 0.0], [0.4, 1.0, 0.4], [0.4, 0.3, 0.3], [-0.3, -0.4, -0.3], [-0.3, -0.2, 0.0], [0.4, -0.2, 0.1], [0.4, -0.5, -0.4], [0.2, -0.1, -0.1], [-0.6, 0.7, 0.5], [0.5, -0.1, -0.2], [0.3, -0.1, 0.0], [-0.8, 0.2, 0.1]], "mulliken_charge": [-0.605, -0.398, -0.635, -0.102, -0.747, 0.316, 0.258, 0.392, 0.653, 0.281, 0.254, 0.283, 0.318, 0.402, -0.671, 0.315, 0.321, -0.636], "smiles": "C=C/C=C/N.O.O", "fmax_ev_per_a": 1.7, "mol_weight_g_mol": 105.1, "multiplicity": 1, "total_energy_ha": -364.1739, "relative_energy_kcal_mol": 59.14, "gap_ev": 8.41, "e_lumo_ha": 0.023}



(2)
{"formula": "CH2BrClO", "method": "the ωB97M-V functional and the def2-TZVPD basis", "elements": ["C", "O", "Cl", "Br", "H", "H"], "coordinates": [[0.375714, -0.510701, 0.342471], [-0.408680, 1.436884, -0.599013], [1.970699, -0.276861, -0.095413], [-0.650120, -1.776310, -0.512634], [0.069485, -0.218150, 1.333332], [-1.357097, 1.345138, -0.468742]], "forces_ev_per_a": [[-1.2, 3.0, -1.5], [1.3, -2.5, 1.2], [0.0, -0.2, 0.1], [0.1, -0.2, 0.0], [0.1, -0.1, 0.1], [-0.3, -0.1, 0.1]], "mulliken_charge": [0.017, -0.661, -0.008, 0.051, 0.333, 0.268], "fmax_ev_per_a": 3.6, "mol_weight_g_mol": 145.4, "multiplicity": 1, "total_energy_ha": -3148.6150, "relative_energy_kcal_mol": 71.83, "gap_ev": [8.30, 8.30], "e_lumo_ha": [-0.047, -0.047]}



(3)
{"formula": "C39H110BFN3O21", "method": "the ωB97M-V functional and the def2-TZVPD basis", "elements": ["C", "C", "O", "C", "O", "C", "C", "C", "N", "F", "C", "N", "C", "C", "O", "C", "C", "C", "C", "C", "C", "C", "C", "C", "C", "O", "C", "N", "C", "C", "O", "B", "O", "C", "C", "H", "H", "H", "H", "H", "H", "H", "H", "H", "H", "H", "H", "H", "H", "H", "H", "H", "H", "H", "H", "H", "H", "H", "H", "H", "H", "H", "H", "H", "H", "H", "H", "H", "H", "H", "H", "H", "H", "H", "H", "H", "H", "H", "H", "H", "H", "H", "H", "H", "H", "C", "O", "H", "H", "H", "H", "C", "O", "H", "H", "H", "H", "C", "O", "H", "H", "H", "H", "C", "O", "H", "H", "H", "H", "C", "O", "H", "H", "H", "H", "C", "O", "H", "H", "H", "H", "C", "O", "H", "H", "H", "H", "C", "O", "H", "H", "H", "H", "C", "O", "H", "H", "H", "H", "C", "O", "H", "H", "H", "H", "C", "O", "H", "H", "H", "H", "C", "O", "H", "H", "H", "H", "C", "O", "H", "H", "H", "H", "C", "O", "H", "H", "H", "H", "C", "O", "H", "H", "H", "H"], "coordinates": [[-5.875864, -0.466321, 4.333383], [-4.618080, -1.130519, 3.750987], [-3.744454, -1.542179, 4.842682], [-2.426822, -1.277588, 4.621589], [-1.744550, -0.788768, 5.524689], [-1.842733, -1.607227, 3.249523], [-0.314259, -1.467103, 3.247153], [0.303610, -2.209874, 2.050817], [1.128530, -1.320285, 1.200827], [2.403108, -1.336686, 1.780736], [1.261645, -1.849665, -0.129774], [1.955180, -3.024701, -0.351533], [1.223826, -4.288340, -0.460473], [1.584999, -5.274729, 0.674842], [2.910961, -5.128949, 1.126780], [3.275746, -2.948646, -1.007604], [4.178492, -1.820857, -0.513235], [5.156657, -1.363669, -1.616851], [4.643970, -0.081224, -2.303447], [4.640697, 1.149101, -1.400788], [4.090767, 2.357222, -2.167053], [3.901868, 3.673173, -1.350421], [4.431550, 3.659927, 0.079241], [5.988406, 3.722162, 0.199629], [6.742250, 3.916565, -1.103192], [6.526992, 5.234903, -1.615119], [6.692569, 5.253804, -3.016284], [0.658117, -1.167493, -1.040957], [-0.060410, 0.094833, -0.782924], [-1.528856, -0.172264, -0.400838], [-2.398455, 0.788396, -0.978850], [0.620861, -1.631745, -2.506778], [1.443983, -0.915744, -3.324729], [-0.335616, -2.713302, -3.064842], [-1.650842, -1.983693, -3.507019], [-6.738303, -1.076347, 4.069246], [-5.768823, -0.380324, 5.413884], [-5.983083, 0.539657, 3.930346], [-4.877710, -2.012224, 3.164582], [-4.140629, -0.388866, 3.112355], [-2.286968, -0.911032, 2.535918], [-2.152367, -2.618728, 2.970945], [0.035595, -1.930105, 4.169141], [-0.018542, -0.418905, 3.246343], [0.991485, -2.974623, 2.422525], [-0.457843, -2.715855, 1.452700], [0.153856, -4.078678, -0.376282], [1.372839, -4.753719, -1.437465], [1.490038, -6.296326, 0.307346], [0.879808, -5.165328, 1.506502], [3.013833, -4.273761, 1.549827], [3.145491, -2.833624, -2.098048], [3.764472, -3.913874, -0.882218], [3.630393, -0.940004, -0.187069], [4.785534, -2.212280, 0.305677], [5.231360, -2.120232, -2.405565], [6.146846, -1.163590, -1.209717], [3.607127, -0.293936, -2.593536], [5.199671, 0.155949, -3.213119], [5.651438, 1.309881, -1.013717], [4.003316, 1.012500, -0.519906], [3.119808, 2.041243, -2.567386], [4.742455, 2.551499, -3.023843], [2.825452, 3.847504, -1.295210], [4.295839, 4.506757, -1.926593], [4.042928, 4.554485, 0.572945], [4.053930, 2.816491, 0.660730], [6.372946, 2.846608, 0.729312], [6.251403, 4.579237, 0.826359], [6.543499, 3.153307, -1.859207], [7.816262, 3.848888, -0.890786], [7.671442, 4.832686, -3.282560], [5.925822, 4.652190, -3.523111], [6.613841, 6.276386, -3.379525], [0.467192, 0.733299, -0.078529], [-0.064378, 0.620621, -1.744683], [-1.851868, -1.145915, -0.765675], [-1.613454, -0.096699, 0.687536], [-1.963564, 1.640819, -1.049279], [2.073395, -1.467937, -3.795928], [0.111611, -3.154174, -3.960582], [-0.608166, -3.511717, -2.378046], [-2.235241, -1.770936, -2.618056], [-1.443156, -1.068511, -4.058653], [-2.259535, -2.668683, -4.092784], [-5.609089, -0.739915, -2.214659], [-4.260565, -0.904452, -2.665577], [-6.206233, -1.554589, -2.618442], [-5.646598, -0.774489, -1.122799], [-6.012232, 0.211075, -2.563178], [-3.734488, -0.181173, -2.304647], [8.361625, 0.231978, -2.388707], [8.112634, 1.490597, -3.000506], [7.675996, -0.494124, -2.820308], [9.390537, -0.085186, -2.574380], [8.179029, 0.301525, -1.312012], [8.718051, 2.126393, -2.598966], [10.626899, 1.858150, -0.455473], [9.951304, 3.045256, -0.888768], [9.886141, 1.170365, -0.062447], [11.147249, 1.381689, -1.289055], [11.345149, 2.094327, 0.332000], [10.619202, 3.646445, -1.229495], [-8.859464, 0.733695, -1.716324], [-7.849511, 1.731619, -1.545732], [-8.399096, -0.242450, -1.586567], [-9.647212, 0.862996, -0.970891], [-9.286792, 0.797956, -2.718842], [-8.273534, 2.584195, -1.669871], [-6.894211, -4.759541, -4.112130], [-6.824634, -3.514253, -4.804950], [-7.693475, -5.347897, -4.554125], [-5.952585, -5.305685, -4.214639], [-7.114328, -4.602176, -3.052591], [-6.113860, -3.003894, -4.410167], [0.104467, 5.317634, -1.508255], [1.436026, 5.796901, -1.426582], [-0.010453, 4.531428, -0.761798], [-0.616337, 6.111625, -1.297948], [-0.104395, 4.903053, -2.500931], [1.535235, 6.490279, -2.090248], [-7.568276, -7.782303, -6.711863], [-7.986993, -8.221709, -5.422258], [-6.753227, -7.076980, -6.569907], [-7.212207, -8.622850, -7.312387], [-8.389022, -7.281174, -7.230749], [-8.707095, -8.844438, -5.542622], [2.481895, 5.049516, -4.572704], [2.234708, 6.444633, -4.475834], [2.075227, 4.562702, -3.688692], [1.995508, 4.641165, -5.464390], [3.558413, 4.860495, -4.619676], [2.607927, 6.848296, -5.267282], [-3.603309, -2.800913, 8.329757], [-3.648639, -1.377032, 8.375414], [-4.130058, -3.201497, 9.189750], [-4.085501, -3.165450, 7.416664], [-2.565612, -3.146414, 8.359881], [-3.186021, -1.071095, 7.589239], [-8.635502, 2.286026, 2.890001], [-7.331595, 2.076907, 2.347593], [-8.522077, 2.544468, 3.939482], [-9.137171, 3.106878, 2.372546], [-9.236334, 1.376590, 2.809064], [-7.433729, 1.848675, 1.419302], [5.393383, 8.096139, -6.793930], [4.773765, 6.912124, -6.288591], [5.261888, 8.879151, -6.052401], [6.460731, 7.934302, -6.957628], [4.928671, 8.409586, -7.731304], [4.892960, 6.221933, -6.945533], [-5.218126, -5.349553, 4.961790], [-5.238417, -4.086671, 4.298281], [-5.988073, -5.971438, 4.513169], [-4.248853, -5.840796, 4.838905], [-5.432668, -5.231676, 6.026385], [-4.554422, -3.537576, 4.695589], [-7.264023, 4.396022, 5.947140], [-8.615801, 4.436684, 6.392658], [-7.188998, 5.005341, 5.050278], [-6.591752, 4.794171, 6.711161], [-6.974344, 3.368263, 5.708467], [-8.681952, 3.898613, 7.184483], [11.656759, -0.665793, 2.205113], [11.064981, -0.963185, 0.941448], [11.638432, 0.413596, 2.332019], [11.093389, -1.127604, 3.019304], [12.692779, -1.009703, 2.241623], [11.081552, -1.916172, 0.829571], [-7.749652, -2.793586, 9.493597], [-6.580711, -3.210816, 8.795081], [-8.380146, -3.667567, 9.635482], [-7.493141, -2.378663, 10.471509], [-8.303636, -2.046724, 8.918934], [-6.027476, -2.433848, 8.669776]], "forces_ev_per_a": [[0.4, -0.3, -0.2], [-1.0, 0.2, 0.0], [0.9, 0.5, -0.6], [1.1, 1.1, 1.9], [-1.4, -1.3, -1.8], [0.1, 0.4, 0.4], [-0.4, -0.6, 0.0], [0.3, 0.2, 0.6], [-0.6, 0.0, -0.3], [0.0, -0.2, 0.0], [0.0, -0.1, 0.5], [0.4, 0.4, -0.1], [-0.4, -0.2, 0.6], [0.1, 0.1, 0.1], [0.1, -0.3, -0.2], [-0.1, 0.3, -0.8], [0.9, -0.5, -0.3], [-0.4, 0.6, -0.5], [-0.3, -0.3, 0.5], [-0.2, 0.1, -0.2], [0.3, 0.2, 0.3], [-0.7, -1.0, -0.2], [0.8, 0.7, 0.0], [-0.5, 0.3, 0.0], [0.8, 0.3, 0.4], [-0.5, -0.2, -0.2], [0.2, -0.1, 0.1], [0.0, 0.0, 0.2], [-0.3, 0.2, -0.8], [0.2, 0.9, 0.3], [0.0, -0.4, -0.2], [0.5, -0.4, -0.9], [0.0, 0.0, 1.1], [-0.2, 0.0, -0.1], [0.4, -0.5, 0.6], [-0.1, 0.2, 0.3], [-0.1, -0.2, 0.0], [-0.2, -0.1, -0.1], [0.1, 0.0, 0.0], [0.3, -0.2, 0.1], [0.0, -0.2, -0.1], [-0.1, 0.0, 0.0], [0.2, 0.2, 0.0], [0.0, -0.1, 0.1], [-0.1, -0.1, -0.2], [0.0, 0.2, -0.2], [0.0, 0.0, -0.1], [0.2, 0.2, -0.1], [0.0, 0.0, 0.0], [0.0, 0.0, 0.0], [0.0, 0.2, 0.1], [-0.1, 0.0, 0.0], [-0.1, 0.0, 0.2], [-0.1, -0.1, 0.2], [-0.4, 0.2, 0.3], [0.3, -0.2, 0.3], [0.0, -0.2, 0.0], [0.1, 0.2, -0.2], [0.1, -0.1, 0.0], [0.0, 0.1, -0.1], [0.0, -0.2, 0.0], [0.0, 0.1, -0.1], [-0.1, -0.1, 0.0], [0.1, 0.2, 0.1], [0.1, 0.1, 0.2], [-0.1, -0.1, -0.1], [-0.1, -0.1, -0.1], [0.1, -0.1, -0.2], [0.0, -0.1, 0.0], [-0.3, 0.1, 0.0], [-0.1, -0.2, 0.0], [0.0, 0.1, -0.1], [0.0, 0.0, 0.0], [0.0, 0.0, 0.1], [0.1, -0.3, 0.2], [0.0, -0.1, 0.0], [0.0, 0.0, 0.2], [0.0, -0.4, 0.0], [0.0, 0.2, 0.1], [-0.1, 0.1, -0.7], [0.1, -0.1, 0.1], [0.0, 0.0, 0.0], [-0.1, 0.2, -0.2], [-0.2, 0.0, -0.1], [0.1, 0.2, -0.2], [0.4, 0.2, 0.0], [-0.2, -0.2, 0.0], [0.0, 0.0, 0.0], [-0.2, 0.0, 0.0], [-0.1, 0.0, 0.1], [-0.1, 0.1, 0.0], [0.0, 0.5, -0.1], [-0.1, -0.1, -0.1], [0.0, 0.0, -0.1], [0.0, -0.2, 0.1], [0.1, -0.2, 0.0], [0.0, 0.1, 0.1], [0.1, 0.3, 0.0], [0.1, -0.3, -0.1], [0.0, 0.0, 0.0], [0.0, -0.1, 0.1], [0.0, -0.1, 0.0], [0.0, 0.1, 0.0], [0.0, 0.4, 0.0], [0.0, -0.2, 0.1], [0.0, 0.0, 0.0], [-0.1, -0.1, 0.0], [-0.1, -0.1, 0.0], [0.1, 0.1, 0.0], [0.1, 0.2, 0.0], [-0.1, -0.1, 0.0], [0.0, 0.0, 0.0], [-0.1, -0.1, 0.1], [0.0, -0.1, 0.0], [0.1, 0.1, -0.1], [0.2, 0.2, -0.1], [-0.3, 0.0, 0.0], [0.0, 0.0, 0.0], [-0.1, -0.1, 0.0], [-0.1, 0.0, 0.0], [0.2, 0.0, -0.1], [-0.2, -0.2, 0.2], [0.2, 0.1, 0.0], [0.0, 0.0, 0.0], [0.0, 0.1, -0.1], [0.1, 0.0, -0.1], [-0.1, 0.0, 0.0], [0.1, 0.2, -0.2], [-0.2, -0.1, 0.2], [0.0, 0.1, 0.1], [0.1, -0.1, 0.0], [0.0, -0.1, 0.0], [0.2, 0.1, 0.1], [0.4, 0.2, -0.2], [-0.2, -0.2, 0.1], [0.0, 0.0, 0.0], [0.0, -0.2, 0.1], [0.0, -0.1, 0.0], [0.0, 0.2, -0.1], [0.2, -0.1, -0.2], [0.0, 0.0, 0.1], [0.0, 0.0, 0.0], [-0.1, 0.0, 0.1], [-0.1, 0.1, 0.1], [0.0, 0.0, -0.1], [0.0, -0.2, -0.1], [-0.1, 0.1, 0.0], [0.0, 0.0, 0.0], [0.0, 0.1, 0.0], [0.0, 0.1, 0.0], [0.0, -0.1, 0.0], [0.1, 0.2, 0.1], [0.1, -0.1, -0.1], [0.0, 0.0, 0.0], [0.0, -0.1, 0.0], [0.0, -0.1, 0.0], [-0.1, 0.0, 0.1], [-0.2, -0.2, 0.3], [0.0, 0.1, -0.2], [0.0, 0.0, 0.0], [0.1, 0.0, -0.1], [0.2, 0.1, -0.1], [0.0, 0.0, 0.1], [0.0, -0.2, -0.1], [0.0, 0.1, 0.1], [0.0, 0.0, 0.0], [0.0, 0.1, 0.1], [0.0, 0.1, 0.1], [0.0, -0.1, -0.1], [0.2, 0.1, -0.1], [-0.2, 0.0, 0.0], [0.0, 0.0, 0.0], [-0.1, 0.0, 0.0], [-0.1, 0.0, 0.1], [0.0, 0.0, 0.0]], "mulliken_charge": [-1.279, -0.071, -0.161, 0.389, -0.634, 0.019, -0.965, -0.080, 0.593, -0.288, -2.873, 2.102, -0.878, -0.773, -0.595, -1.000, 0.025, -1.300, -0.102, 0.625, -0.841, 0.124, -1.171, -1.078, 0.170, -0.456, -0.505, 1.260, -0.936, -0.457, -0.455, 0.020, -0.697, 0.048, -1.327, 0.321, 0.260, 0.351, 0.449, 0.168, -0.220, 0.474, 0.426, 0.359, 0.226, 0.385, 0.369, 0.564, 0.452, 0.259, 0.323, 0.223, 0.445, -0.046, 0.337, 0.377, 0.457, -0.351, 0.715, -0.360, 0.205, 0.479, -0.079, 0.045, 0.339, 0.513, 0.244, 0.288, 0.539, -0.188, 0.662, 0.315, 0.083, 0.236, 0.467, 0.683, 0.434, 0.038, 0.275, 0.354, 0.357, 0.142, 0.285, 0.316, 0.552, -0.636, -0.403, 0.134, 0.284, 0.386, 0.147, -0.455, -0.559, 0.250, 0.371, 0.110, 0.274, -0.628, -0.457, 0.173, 0.325, 0.351, 0.243, -0.588, -0.489, 0.217, 0.307, 0.290, 0.285, -0.473, -0.489, 0.159, 0.247, 0.278, 0.274, -0.596, -0.441, 0.161, 0.369, 0.258, 0.276, -0.528, -0.506, 0.180, 0.303, 0.264, 0.296, -0.166, -0.529, -0.074, 0.436, 0.089, 0.279, -0.631, -0.545, 0.380, 0.167, 0.309, 0.312, -0.536, -0.432, 0.160, 0.291, 0.286, 0.261, -0.619, -0.420, 0.222, 0.256, 0.298, 0.267, -0.609, -0.455, 0.243, 0.250, 0.232, 0.312, -0.409, -0.506, 0.220, 0.299, 0.099, 0.295, -0.540, -0.464, 0.203, 0.275, 0.274, 0.275, -0.574, -0.441, 0.214, 0.260, 0.250, 0.275], "fmax_ev_per_a": 2.6, "mol_weight_g_mol": 987.1, "multiplicity": 1, "total_charge": 1, "total_energy_ha": -3420.4014, "gap_ev": 6.70, "e_lumo_ha": -0.142}



> What is the formula in the second record?

CH2BrClO